C3H5NO2 in the gas phase, computed with ωB97M-V with the def2-TZVPD basis set.

Element x y z (Å)
1 N -0.141 -1.339 -2.345
2 C -0.088 -1.098 -1.229
3 C -0.002 -0.784 0.193
4 O 1.329 -0.848 0.633
5 C -0.581 0.627 0.482
6 O 0.362 1.618 0.158
7 H -0.580 -1.543 0.732
8 H 1.675 0.054 0.637
9 H -0.743 0.714 1.562
10 H -1.536 0.773 -0.035
11 H 0.304 1.826 -0.789

Summary:
LUMO: 0.6 eV
structure (SMILES): N#C[C@@H](O)CO
total charge: 0
highest occupied orbital energy: -11.298 eV
total energy: -8776.22960 eV
energy relative to the best compared isomer or geometry (same formula, charge and spin): 141.4 kJ/mol
frontier orbital gap: 11.88 eV